69
Properties=species:S:1:pos:R:3:lowdin_charge:R:1 method="wB97M-V/def2-TZVPD" charge=-1 orbital_gap_ev=6.0 homo_energy_ev=-3.5 lumo_ev=2.42 molar_mass_da=484.3 energy_ha=-1595.4911
H 5.6674 1.5233 4.6361 0.071
C 4.8440 0.8113 4.7010 -0.077
C 2.4936 0.3706 3.7691 -0.202
H -1.3120 2.7892 -1.1448 0.044
C -2.4526 -5.0339 -1.1594 -0.213
H 4.4884 -0.3829 2.2795 0.067
H -2.1606 -6.1034 0.6583 0.132
H -0.4659 -6.9003 -1.0869 0.074
H 1.6884 3.8278 -3.7611 0.077
H 0.1503 -6.6113 0.5407 0.072
O 2.2617 2.5207 0.2545 0.109
H -1.2385 2.7740 0.5715 0.094
C -0.1332 4.4235 -0.3616 -0.180
C 0.5952 4.3279 -1.7060 -0.180
H -2.0532 0.3890 -1.5797 -0.006
C -2.7138 0.0615 -0.7786 -0.430
C -1.5753 -5.4116 0.0444 -0.436
O 2.4811 -1.0294 3.5480 -0.188
N -1.2449 -4.2480 0.8718 0.042
In -4.2516 3.1542 -1.5815 0.184
H 4.0171 -1.9654 4.5843 0.072
H -2.3790 0.4377 0.1744 0.007
H 2.0816 0.6037 4.7605 0.119
P -4.4515 0.6400 -1.1816 0.580
H 0.9281 5.3291 -1.9596 0.110
H 1.3369 0.3773 -0.3467 0.078
H -0.8560 -3.5333 0.2609 0.070
H 0.0081 -4.0869 -2.3774 0.075
H 0.4683 -5.4423 -0.7267 0.063
C 1.7765 2.3865 -0.8073 -0.504
C 2.0817 3.0648 -3.1082 -0.085
H -1.0933 -5.1641 -3.2907 0.088
H -2.6065 -5.8937 -1.8268 0.117
N 4.4809 0.6341 2.3002 0.046
H -0.1375 4.0511 -2.4620 0.120
C -0.9810 -4.1759 -2.8338 -0.107
H -2.1038 -3.8300 1.2196 0.074
H 3.8586 0.8919 1.5379 0.052
H 0.5390 4.3639 0.4840 0.098
H -2.7076 -1.0207 -0.8129 -0.007
H 0.0744 1.1378 -1.2657 0.058
H -3.7242 -0.0549 -3.4200 0.009
C -0.2825 -6.1281 -0.3358 -0.077
H 2.6619 -1.3751 5.5936 0.088
H 1.6121 0.6627 -2.0458 0.068
O -2.0031 -3.9145 -1.8929 -0.191
H 3.6734 2.1210 3.5041 0.137
H -0.5644 5.4118 -0.3360 0.090
H 2.4602 -2.7943 4.5484 0.086
H 3.1407 2.9808 -3.3343 0.080
C 1.1456 1.0582 -1.1555 0.018
H -1.0538 -3.4196 -3.6154 0.088
C 2.9350 -1.8158 4.6300 -0.115
H -2.6196 5.1592 -0.6548 0.005
C -1.3308 3.4388 -0.2790 -0.315
H -3.1002 4.2060 0.7184 0.011
H -5.3905 0.5596 -3.4315 -0.007
C 3.8576 1.0446 3.5590 -0.430
H -5.8579 3.8844 -1.2167 -0.154
H -3.4374 -4.7507 -0.7781 0.123
H -5.0542 -1.0725 -2.8125 -0.005
H 4.3620 0.9457 5.6725 0.074
C -2.6973 4.1432 -0.2897 -0.345
H 1.5940 2.1373 -3.4029 0.073
H 1.8015 0.7861 3.0329 0.122
N 1.8213 3.4823 -1.7258 -0.100
C -4.6841 -0.0617 -2.9135 -0.423
H 5.2808 -0.1870 4.6713 0.060
H -3.9499 3.4949 -3.3278 -0.146